[1]
DFT (the ωB97M-V functional and the def2-TZVPD basis) results for a structure of composition C2HCuNaO3.

Calculated values
orbital gap (spin up / spin down): 6.61 / 6.61 eV
charge: +1

Element x y z (Å)
Cu (-2.366, -0.941, 0.562)
Na (2.377, 0.956, 0.639)
O (-0.468, -1.822, -0.261)
O (1.721, -1.172, -0.429)
O (-1.381, 0.891, 0.424)
C (-0.224, 1.225, 0.105)
C (0.560, -1.314, -0.527)
H (-0.220, 2.177, -0.513)

***

[2]
DFT (the ωB97M-V functional and the def2-TZVPD basis) results for a cluster of 3 separate species, C20H44N5O5S in total.

Calculated values
orbital gap: 7.02 eV
charge: +1

Element x y z (Å)
S (1.064, -2.798, 1.374)
O (-5.248, 3.602, -0.382)
O (-8.371, 3.941, -3.705)
O (10.009, -1.687, 1.821)
O (2.645, -0.741, 1.981)
O (6.145, -4.079, 2.411)
N (-1.562, 1.265, 0.680)
N (2.278, -0.906, -0.185)
N (3.083, 0.212, 0.044)
N (7.467, -2.108, 0.375)
N (-7.449, 1.887, -1.803)
C (-1.737, -1.154, 0.723)
C (7.385, -3.956, 3.086)
C (-8.718, 2.603, -1.731)
C (-5.642, 4.577, -1.342)
C (-0.749, -0.008, 0.527)
C (9.353, -0.699, 1.040)
C (7.854, -0.897, 1.083)
C (2.051, -1.425, 0.979)
C (6.069, -2.483, 0.533)
C (-9.214, 2.960, -3.114)
C (-7.672, 3.498, -4.851)
C (10.816, -2.580, 1.079)
C (3.278, 0.253, 1.309)
C (-3.020, 0.932, 0.374)
C (0.068, -2.903, -0.136)
C (-6.315, 2.912, 0.247)
C (5.590, -2.878, 1.926)
C (-3.049, -0.576, 0.123)
C (-6.797, 1.684, -0.520)
C (-1.405, -2.468, -0.014)
H (-5.926, 1.042, -0.697)
H (5.880, -3.330, -0.130)
H (9.594, 0.279, 1.467)
H (-5.920, 2.563, 1.208)
H (-1.177, 1.964, 0.048)
H (-5.710, 4.157, -2.348)
H (7.368, -0.039, 0.607)
H (0.584, -2.409, -0.959)
H (-3.935, -0.993, 0.596)
H (-7.476, 1.121, 0.128)
H (3.853, 0.979, 1.866)
H (-7.134, 3.597, 0.486)
H (-10.217, 3.385, -3.029)
H (9.715, -0.716, 0.008)
H (-3.028, -0.709, -0.957)
H (-1.462, 1.604, 1.632)
H (-3.289, 1.519, -0.502)
H (-1.821, -2.424, -1.022)
H (-7.149, 4.359, -5.262)
H (4.511, -3.058, 1.853)
H (-3.612, 1.313, 1.203)
H (-0.130, -0.010, -0.369)
H (10.223, -3.212, 0.408)
H (-6.939, 2.718, -4.613)
H (8.050, -2.872, 0.691)
H (11.561, -2.042, 0.485)
H (-8.358, 3.111, -5.610)
H (11.334, -3.216, 1.794)
H (7.438, -4.760, 3.819)
H (-1.928, -3.271, 0.511)
H (-6.825, 2.397, -2.415)
H (-0.030, 0.005, 1.350)
H (-9.275, 2.070, -3.746)
H (5.725, -2.071, 2.659)
H (-8.642, 3.538, -1.158)
H (-1.915, -1.327, 1.786)
H (7.556, -0.909, 2.141)
H (0.083, -3.968, -0.378)
H (8.236, -4.061, 2.407)
H (-9.457, 1.967, -1.236)
H (7.465, -2.999, 3.608)
H (-6.599, 5.030, -1.079)
H (-4.878, 5.353, -1.351)
H (5.448, -1.654, 0.171)

***

[3]
DFT (the ωB97M-V functional and the def2-TZVPD basis) results for a cluster of 3 separate species, C4H14N2S in total.

Calculated values
orbital gap: 7.45 eV
charge: 0
relative energy (zero: lowest compared OMol25 entry of this formula, charge and spin): 91.29 kcal/mol

Element x y z (Å)
S (0.695, 1.255, -0.301)
N (-1.663, -0.710, 1.425)
N (0.349, -2.343, -0.193)
C (0.262, -2.440, 1.277)
C (-0.087, 2.972, -2.337)
C (-1.126, -2.059, 1.767)
C (1.162, 2.858, -1.524)
H (-1.789, -2.772, 1.266)
H (-1.306, -0.065, 2.134)
H (-0.905, 3.387, -1.773)
H (-1.097, -0.357, 0.641)
H (0.102, 3.565, -3.228)
H (1.395, 3.700, -0.857)
H (-0.343, 1.967, -2.640)
H (-1.139, -2.281, 2.840)
H (2.011, 2.558, -2.123)
H (0.435, -3.456, 1.612)
H (1.104, -1.931, 1.731)
H (1.101, -2.952, -0.511)
H (0.323, 0.490, 1.331)
H (0.515, -1.385, -0.538)

***

[4]
DFT (the ωB97M-V functional and the def2-TZVPD basis) results for a structure of composition C4H5NO3.

Calculated values
orbital gap: 7.81 eV
charge: 0
relative energy (zero: lowest compared OMol25 entry of this formula, charge and spin): 145.33 kcal/mol

Element x y z (Å)
O (-0.974, -1.360, -1.724)
O (0.098, -1.288, 0.330)
O (-0.087, 1.348, -2.379)
N (0.645, -0.312, 2.466)
C (0.330, 1.098, 0.315)
C (-0.241, -0.621, -0.889)
C (0.452, -0.019, 1.054)
C (-0.115, 0.744, -1.088)
H (-0.009, 2.096, 1.014)
H (-0.415, -0.519, 2.878)
H (-0.447, -2.451, -1.360)
H (0.956, 0.727, 2.518)
H (-0.194, 0.557, -3.135)

***

[5]
DFT (the ωB97M-V functional and the def2-TZVPD basis) results for the ion C6H9N2 with charge +1.

Calculated values
SMILES: NC1=CC=CCC1=[NH2+]
orbital gap: 7.28 eV
charge: +1
relative energy (zero: lowest compared OMol25 entry of this formula, charge and spin): 51.75 kcal/mol

Element x y z (Å)
N (1.665, -1.276, -0.449)
N (1.731, 1.543, 0.231)
C (-1.941, -0.675, 0.055)
C (-0.702, 1.468, -0.100)
C (0.583, 0.803, 0.080)
C (-0.658, -1.345, 0.242)
C (0.571, -0.594, -0.059)
C (-1.851, 0.640, -0.339)
H (1.463, -2.307, -0.791)
H (2.548, 1.301, 0.735)
H (-2.996, -1.060, 0.034)
H (-0.585, -1.318, 1.393)
H (-0.617, 2.502, -0.461)
H (2.615, -0.946, -0.601)
H (-2.867, 1.169, -0.358)
H (1.577, 2.518, 0.375)
H (-0.538, -2.421, 0.013)

***

[6]
DFT (the ωB97M-V functional and the def2-TZVPD basis) results for the molecule C16H12N2O4.

Calculated values
SMILES: COc1cccc(C(=O)Nc2ccc3c(c2)C(=O)NC3=O)c1
orbital gap: 8.38 eV
charge: 0
relative energy (zero: lowest compared OMol25 entry of this formula, charge and spin): 0.00 kcal/mol

Element x y z (Å)
O (3.315, -2.696, -0.325)
O (-4.885, 0.110, 0.654)
O (-1.709, 1.665, -2.230)
O (1.459, 2.552, 1.624)
N (1.130, -2.461, 0.106)
N (-3.493, 1.108, -0.886)
C (1.894, 0.317, 0.770)
C (-0.395, -0.761, -0.737)
C (-2.209, 0.971, -1.387)
C (-1.639, -0.185, -0.646)
C (2.378, -1.943, -0.176)
C (-1.103, -2.340, 0.964)
C (-2.358, -1.758, 1.038)
C (-0.111, -1.843, 0.111)
C (2.776, 2.288, -0.289)
C (3.395, 1.507, -1.241)
C (3.268, 0.127, -1.208)
C (2.500, -0.463, -0.214)
C (-2.615, -0.662, 0.237)
C (0.648, 2.025, 2.645)
C (2.023, 1.698, 0.731)
C (-3.826, 0.173, 0.089)
H (3.746, -0.497, -1.946)
H (3.982, 1.974, -2.017)
H (1.218, 1.373, 3.316)
H (0.330, -0.395, -1.445)
H (1.145, -3.445, 0.346)
H (1.340, -0.166, 1.561)
H (-4.135, 1.820, -1.204)
H (2.859, 3.362, -0.304)
H (0.285, 2.885, 3.205)
H (-0.205, 1.472, 2.237)
H (-3.113, -2.142, 1.706)
H (-0.873, -3.194, 1.585)

***

[7]
DFT (the ωB97M-V functional and the def2-TZVPD basis) results for a structure of composition C47H34N4ORuS2.

Calculated values
orbital gap (spin up / spin down): 5.98 / 4.98 eV
spin multiplicity: 2
⟨S²⟩: 0.788
charge: +1

Element x y z (Å)
Ru (-0.521, -0.243, 0.754)
S (1.998, 0.488, -1.450)
S (-2.334, -1.136, 3.453)
O (0.548, 0.346, -1.052)
N (1.133, -1.319, 1.309)
N (-1.187, -1.849, -0.319)
N (-2.041, 0.898, 0.001)
N (0.265, 1.418, 1.647)
C (-0.298, 2.676, 1.661)
C (-2.919, 6.485, 1.667)
C (3.786, 0.881, 2.835)
C (5.942, 1.809, 2.261)
C (0.581, -3.453, 0.217)
C (4.658, 1.426, 1.894)
C (0.826, -5.914, 0.700)
C (-1.504, -0.729, 2.231)
C (-6.078, -1.444, -4.445)
C (-2.226, 2.204, 0.184)
C (-1.268, 6.698, -0.065)
C (-1.714, 4.536, 0.914)
C (-2.992, 0.472, -0.898)
C (2.167, -7.329, -0.714)
C (-1.412, 3.066, 0.974)
C (0.563, 3.576, 2.432)
C (5.498, 1.115, 4.518)
C (2.411, 0.470, 2.390)
C (1.432, 1.501, 2.288)
C (-3.378, 2.663, -0.599)
C (2.126, 2.163, -2.038)
C (-2.258, -1.883, -1.115)
C (1.953, -4.984, -1.205)
C (-4.165, -1.008, -2.464)
C (-3.114, -0.785, -1.416)
C (1.346, -7.167, 0.392)
C (4.214, 0.730, 4.149)
C (1.124, -4.816, -0.098)
C (3.239, -1.876, 2.089)
C (-1.392, -3.959, -1.246)
C (-2.221, 7.275, 0.765)
C (6.363, 1.653, 3.577)
C (-3.847, 1.604, -1.262)
C (-2.406, -3.220, -1.700)
C (-4.810, -0.991, -4.790)
C (1.622, 2.857, 2.812)
C (-2.670, 5.120, 1.739)
C (2.237, -0.818, 1.962)
C (2.094, -0.341, -3.022)
C (2.472, -6.234, -1.514)
C (-3.858, -0.774, -3.802)
C (-6.389, -1.679, -3.113)
C (-5.435, -1.463, -2.125)
C (1.401, -2.592, 1.000)
C (-0.599, -3.089, -0.374)
C (2.720, -2.965, 1.516)
C (-1.014, 5.335, 0.013)
H (3.061, -0.144, -3.489)
H (-7.377, -2.028, -2.840)
H (-6.823, -1.610, -5.213)
H (1.107, -8.016, 1.020)
H (5.820, 0.995, 5.545)
H (2.464, 3.177, 3.408)
H (-4.692, 1.555, -1.932)
H (-3.754, 3.674, -0.610)
H (-1.177, -4.996, -1.453)
H (-0.270, 4.879, -0.633)
H (-2.421, 8.338, 0.707)
H (3.083, 2.306, -2.542)
H (7.364, 1.950, 3.867)
H (4.198, -1.770, 2.576)
H (0.348, 4.613, 2.643)
H (2.570, -8.306, -0.953)
H (-3.213, 4.502, 2.446)
H (-0.722, 7.309, -0.773)
H (-3.661, 6.931, 2.317)
H (1.983, -1.406, -2.823)
H (-4.565, -0.803, -5.827)
H (3.113, -6.353, -2.379)
H (2.064, 2.811, -1.163)
H (4.325, 1.539, 0.868)
H (3.540, 0.308, 4.887)
H (-3.203, -3.522, -2.364)
H (-2.866, -0.421, -4.065)
H (-5.675, -1.648, -1.083)
H (0.186, -5.788, 1.566)
H (6.613, 2.225, 1.521)
H (2.191, -4.126, -1.826)
H (1.269, 0.019, -3.638)
H (3.166, -3.945, 1.428)
H (1.287, 2.344, -2.711)

***

[8]
DFT (the ωB97M-V functional and the def2-TZVPD basis) results for a structure of composition C23H35NO2S2Sb.

Calculated values
orbital gap: 5.56 eV
charge: -1

Element x y z (Å)
Sb (3.750, 0.054, -1.785)
S (-2.820, -0.078, 0.922)
S (-2.145, -1.655, -1.618)
O (3.393, -1.240, -0.189)
O (4.171, 4.226, -0.454)
N (-4.909, -0.757, -0.754)
C (-5.401, -2.599, 1.155)
C (5.103, -2.835, 2.646)
C (5.755, 2.742, 0.814)
C (4.740, 2.867, -0.472)
C (3.463, 1.799, -0.414)
C (-4.895, 3.313, -2.231)
C (-5.524, -1.016, 0.632)
C (-4.338, 1.856, -1.632)
C (-7.529, 2.286, -2.267)
C (-5.355, 0.574, -1.318)
C (-6.699, -1.794, 3.588)
C (1.610, 0.163, -2.332)
C (-6.961, 0.859, -1.682)
C (-6.256, 0.121, 1.561)
C (4.777, -3.091, 1.062)
C (0.752, -1.211, -2.084)
C (-6.509, 3.563, -2.537)
C (6.336, -1.800, 2.950)
C (-5.998, -2.945, 2.654)
C (-0.502, -0.845, -1.081)
C (4.739, -1.749, 0.125)
C (-3.417, -0.829, -0.516)
C (-6.856, -0.239, 3.065)
H (4.084, 1.130, -3.141)
H (-6.909, 4.594, -2.935)
H (-8.677, 2.434, -2.470)
H (-0.275, -1.261, 0.011)
H (5.372, -0.845, 0.514)
H (5.434, 3.567, 1.606)
H (1.352, -2.089, -1.590)
H (7.337, -2.035, 2.392)
H (5.493, -3.938, 0.680)
H (-5.884, -4.069, 3.029)
H (3.934, -1.326, -2.883)
H (-7.372, 0.633, 3.691)
H (5.946, -0.712, 2.651)
H (3.678, -3.557, 1.020)
H (-4.166, 4.208, -2.435)
H (1.552, 0.389, -3.502)
H (5.491, 0.025, -1.500)
H (-7.746, -0.007, -1.498)
H (-6.379, 1.232, 1.201)
H (6.544, -1.726, 4.123)
H (1.146, 1.121, -1.812)
H (5.223, -2.059, -0.921)
H (4.822, 4.871, -0.049)
H (4.109, -2.565, 3.249)
H (3.260, 1.434, 0.703)
H (5.606, 1.652, 1.265)
H (0.385, -1.620, -3.144)
H (6.873, 2.920, 0.448)
H (2.513, 2.441, -0.712)
H (5.262, 2.699, -1.509)
H (-0.733, 0.321, -1.050)
H (-3.184, 1.788, -1.452)
H (5.439, -3.891, 3.091)
H (-7.098, -2.086, 4.667)
H (-4.898, -3.415, 0.450)

***

> charge of number 4 (C4H5NO3)?

0

***

> What is the charge in the seventh record?

+1

***

> Number 1 is which compound?

C2HCuNaO3